The following is a quantum chemistry calculation of an isolated molecule of C2H6Se at a distorted geometry, from OMol25.

Results
Kohn-Sham gap = 0.3171 Ha
multiplicity = 1
relative energy (zero: lowest compared OMol25 entry of this formula, charge and spin) = 0.906 eV
LUMO energy = 0.352 eV
structure (SMILES) = C[Se]C

Element x y z (Å)
C (1.443, -0.543, -0.024)
Se (0.676, 1.267, -0.044)
C (-1.585, 0.537, -0.034)
H (0.685, -1.206, 0.454)
H (1.589, -0.764, -1.020)
H (2.396, -0.505, 0.633)
H (-1.820, 0.745, 1.055)
H (-2.192, 0.967, -0.770)
H (-1.191, -0.498, -0.250)

---

The following is a quantum chemistry calculation of a cluster of 2 separate species, C2H6Se in total at a distorted geometry, from OMol25.

Results
Kohn-Sham gap (alpha / beta) = 0.2905 / 0.2916 Ha
multiplicity = 1
relative energy (zero: lowest compared OMol25 entry of this formula, charge and spin) = 3.433 eV
LUMO energy (alpha / beta) = -0.004 / -0.005 eV

Element x y z (Å)
C (1.417, -0.407, -0.271)
C (-1.461, 0.133, 0.241)
Se (0.140, -0.331, 1.155)
H (2.397, -0.481, 0.221)
H (1.351, -1.332, -0.765)
H (1.359, 0.449, -1.077)
H (-2.361, -0.258, 0.751)
H (-1.568, 2.113, 0.502)
H (-1.275, 0.114, -0.757)

---

The following is a quantum chemistry calculation of a structure of composition C2H6Se at a distorted geometry, from OMol25.

Results
Kohn-Sham gap = 0.2926 Ha
multiplicity = 1
relative energy (zero: lowest compared OMol25 entry of this formula, charge and spin) = 1.646 eV
LUMO energy = -0.477 eV

Element x y z (Å)
C (-0.513, 0.071, 0.710)
C (0.937, 0.412, 0.549)
Se (2.218, -0.801, 0.230)
H (-0.883, 0.950, 0.182)
H (-0.790, -0.845, 0.203)
H (-0.805, 0.279, 1.792)
H (-0.415, -0.746, -1.823)
H (1.078, 1.449, 0.686)
H (-0.827, -0.767, -2.529)

---

The following is a quantum chemistry calculation of a cluster of 2 separate species, C2H6Se in total at a distorted geometry, from OMol25.

Results
Kohn-Sham gap = 0.3148 Ha
multiplicity = 1
relative energy (zero: lowest compared OMol25 entry of this formula, charge and spin) = 3.297 eV
LUMO energy = 0.283 eV

Element x y z (Å)
C (0.921, 0.319, -0.112)
C (-0.197, -0.668, 0.176)
Se (-1.841, -0.622, -0.818)
H (1.213, 0.705, 0.770)
H (1.789, -0.241, -0.446)
H (0.657, 1.023, -1.003)
H (-0.746, 0.312, 1.592)
H (0.150, -1.535, 0.574)
H (-1.947, 0.708, -0.732)